1.
{
  "formula": "C20H56F3N2O18S5",
  "method": "the ωB97M-V functional and the def2-TZVPD basis",
  "largest_force_ha_per_bohr": 0.074,
  "multiplicity": 2,
  "molar_mass_g_mol": 830.0,
  "orbital_gap_ev": [4.08, 8.25],
  "total_energy_ha": -4549.6794,
  "species": ["S", "S", "S", "S", "S", "F", "F", "F", "O", "O", "O", "O", "O", "O", "O", "O", "O", "O", "O", "O", "O", "O", "O", "O", "O", "O", "N", "N", "C", "C", "C", "C", "C", "C", "C", "C", "C", "C", "C", "C", "C", "C", "C", "C", "C", "C", "C", "C", "H", "H", "H", "H", "H", "H", "H", "H", "H", "H", "H", "H", "H", "H", "H", "H", "H", "H", "H", "H", "H", "H", "H", "H", "H", "H", "H", "H", "H", "H", "H", "H", "H", "H", "H", "H", "H", "H", "H", "H", "H", "H", "H", "H", "H", "H", "H", "H", "H", "H", "H", "H", "H", "H", "H", "H"],
  "positions_angstrom": [[2.12599, -5.44545, 0.27972], [0.64297, 1.58291, -3.81424], [-0.30726, 6.72375, 4.06900], [-2.38580, -2.44419, -2.83243], [4.36111, 1.80740, 3.46479], [-6.02530, 0.40550, -2.07969], [-8.01441, 0.20356, -1.46265], [-7.12314, 2.21526, -1.46912], [-1.13266, 7.60758, 3.24843], [-1.24337, -2.63945, -1.93146], [-1.88857, -1.70654, -4.21356], [0.37488, -1.21483, 1.10110], [-0.56686, 1.95547, -3.07817], [4.27794, 2.81416, 2.40287], [3.38057, -4.63180, -0.47319], [0.85438, -5.12089, -0.30242], [5.58008, 0.77711, 3.09603], [2.46848, -6.83702, 0.47460], [-3.35411, -3.48435, -3.13126], [-7.20444, 0.99733, 1.23848], [-0.26539, 5.21888, 3.44173], [4.50588, 2.09697, 4.87806], [0.16831, 1.46753, -5.43453], [-5.11114, 0.55923, 0.37827], [1.89131, 2.34834, -3.77693], [0.98982, 7.16749, 4.56594], [-0.98955, -3.56878, 0.89016], [-0.08046, -1.50298, 3.78853], [3.11885, -3.35624, -0.98053], [-6.46875, 0.82250, 0.28372], [1.07408, -0.20033, -3.50641], [-2.75340, -0.43420, -6.02199], [5.97303, -0.16841, 4.09281], [6.55663, -1.42426, 3.41285], [-4.62376, 0.28569, 1.73877], [-3.14358, 0.15038, 1.68995], [-3.19873, -0.88114, -2.19106], [-6.92511, 0.89111, -1.24059], [-1.22470, 6.21225, 5.61547], [0.17885, -0.08107, 0.29115], [-2.73810, -1.80117, -5.38843], [2.93226, 0.72425, 3.26168], [-1.01690, 5.03419, 2.24740], [-1.01564, 3.58036, 1.88181], [2.43158, -4.43003, 1.94428], [0.56643, 1.00273, -7.80773], [1.20500, 1.39863, -6.39096], [4.29365, -2.52374, -0.38100], [1.59006, 2.41552, -6.31508], [1.96906, 0.72572, -6.00174], [-2.05349, 5.36268, 2.32272], [7.04136, -2.07526, 4.14040], [5.19554, -0.37723, 4.82766], [1.11582, 0.03166, -0.25425], [-5.11129, -0.62384, 2.08974], [5.73661, -1.96040, 2.93511], [-2.64055, 1.07215, 1.39769], [-3.72396, -1.26442, -1.31623], [-1.35643, 3.47574, 0.85175], [-0.41814, -3.99679, 0.17574], [0.03458, 0.76147, 0.96747], [-0.53468, -2.68700, 1.07900], [0.72107, -1.58756, 4.39720], [-3.74047, -2.07198, -5.05676], [4.34188, -1.50859, -0.77499], [4.34896, -2.48174, 0.70678], [0.20469, -0.74663, -3.87219], [0.03329, 3.34971, 2.06794], [5.22457, -2.97976, -0.71795], [0.24517, -0.03861, -7.78536], [6.80331, 0.29386, 4.62673], [-0.54049, -2.39698, 3.69238], [-1.88698, -0.39092, -6.68195], [2.86816, 0.22398, 4.22797], [2.09933, 1.38676, 3.02631], [-2.59277, 0.31062, -5.24253], [1.26090, 1.09790, -8.64244], [7.30347, -1.18851, 2.65473], [2.15870, -2.99872, -0.60854], [-1.51931, 2.96076, 2.62379], [-1.90711, -3.30856, 0.55778], [2.07731, -3.42322, 1.72307], [-0.68003, 5.33407, 5.96223], [-2.82530, -0.66340, 1.03837], [-1.07755, -4.13343, 1.72294], [3.28839, -3.22687, -2.04947], [1.71654, -4.88976, 2.62653], [3.50559, -4.45933, 2.12792], [-0.36031, 1.47148, -8.13868], [-4.75271, 1.07358, 2.48085], [-3.66962, -0.23103, -6.57638], [3.06616, 0.10029, 2.37802], [-2.96015, -0.11596, 2.73088], [1.30246, -0.28341, -2.44384], [-2.46705, -0.11557, -1.93294], [-0.66177, -0.23086, -0.38637], [-3.89540, -0.55538, -2.96346], [-2.21410, 5.84056, 5.34895], [-1.37974, 7.07544, 6.26276], [-0.70901, -0.77211, 4.08996], [-2.37309, -2.49640, -6.14442], [0.13542, -1.35955, 2.81235], [1.95803, -0.41747, -4.10607], [-0.44585, 5.53963, 1.46860]],
  "mulliken_charge": [1.07, 1.18, 1.00, 0.76, 1.16, -0.17, -0.25, -0.25, -0.58, -0.31, -0.30, 0.69, -0.57, -0.61, -0.36, -0.67, -0.34, -0.59, -0.61, -0.52, -0.21, -0.61, -0.26, -0.07, -0.64, -0.57, -0.30, -2.08, 0.32, 0.26, -0.35, -0.74, -0.23, -0.94, -0.62, 0.04, -0.69, 0.81, -0.90, 0.05, -0.39, -0.54, -0.40, -0.84, -0.70, -1.24, -0.25, -1.12, 0.32, 0.34, 0.39, 0.38, 0.37, 0.13, 0.34, 0.06, -0.16, 0.26, 0.36, 0.38, 0.17, -0.62, 0.71, 0.38, 0.43, 0.04, 0.14, 0.18, 0.41, 0.27, 0.31, 0.72, 0.06, 0.37, 0.08, 0.24, 0.37, 0.30, -0.07, 0.28, 0.38, -0.09, 0.31, -0.25, 0.72, 0.29, 0.42, 0.38, 0.35, 0.34, 0.35, 0.22, 0.21, -0.02, 0.17, -0.41, 0.41, 0.31, 0.35, 0.67, 0.34, -0.69, 0.43, 0.32]
}


2.
{
  "formula": "C20H56N4O7",
  "method": "the ωB97M-V functional and the def2-TZVPD basis",
  "largest_force_ha_per_bohr": 0.279,
  "molar_mass_g_mol": 464.7,
  "orbital_gap_ev": 7.14,
  "relative_energy_kcal_mol": 539.5,
  "total_energy_ha": -1540.2754,
  "species": ["O", "O", "O", "O", "O", "O", "O", "N", "N", "N", "N", "C", "C", "C", "C", "C", "C", "C", "C", "C", "C", "C", "C", "C", "C", "C", "C", "C", "C", "C", "C", "H", "H", "H", "H", "H", "H", "H", "H", "H", "H", "H", "H", "H", "H", "H", "H", "H", "H", "H", "H", "H", "H", "H", "H", "H", "H", "H", "H", "H", "H", "H", "H", "H", "H", "H", "H", "H", "H", "H", "H", "H", "H", "H", "H", "H", "H", "H", "H", "H", "H", "H", "H", "H", "H", "H", "H"],
  "positions_angstrom": [[0.32071, -1.79646, -2.64151], [-0.98081, 4.41245, 0.98952], [-4.47459, -3.50146, 0.69168], [-0.93883, 0.22053, 0.11945], [-0.53798, -1.33393, 1.55458], [2.19103, 3.29780, -1.40389], [3.24770, -1.01072, -1.46713], [2.15423, -3.00178, 1.52300], [-1.92157, 1.15935, 2.18690], [2.69789, 6.91616, -2.35126], [-1.99236, -2.64614, -0.52449], [-3.40996, -0.46131, 1.23166], [2.76109, -1.91541, 0.77890], [4.22805, -1.68435, 1.23144], [1.27376, 5.37988, -3.25907], [0.39133, 0.69030, 0.07420], [2.69225, 0.33954, -1.36839], [-1.14596, -1.49194, -0.59417], [-2.11466, -3.18807, 0.85024], [1.01965, 3.18693, -0.55955], [-1.46225, -1.19024, 2.73855], [-2.51390, -0.17183, 2.45655], [2.82015, 4.58439, -1.39901], [-0.80702, -1.06744, -2.00354], [2.63772, -1.99049, -0.75223], [-5.61744, -4.39617, 0.53876], [1.89444, 5.72415, -1.99774], [-0.00096, -3.11634, -2.91905], [0.62913, -2.10574, 1.65423], [-3.28778, -4.14086, 0.94191], [-0.13579, 3.34268, 1.45108], [1.99889, 7.58360, -2.64455], [0.64536, 4.50697, -3.08235], [4.78459, -1.03073, 0.55977], [4.26563, -1.32592, 2.26014], [-0.09541, -3.67592, -1.98844], [3.28947, 4.98061, -0.49854], [0.29699, 3.98265, -0.74038], [2.26061, 0.57918, -0.39661], [-3.69401, -1.48221, 0.97637], [3.71950, 4.48299, -2.00646], [0.54475, 6.08308, -3.66176], [1.18516, 5.94819, -1.20098], [0.78976, 1.28128, 0.89888], [1.87127, 0.33800, -2.08539], [2.12888, -1.05700, 1.00594], [-1.60272, 1.32030, 1.24216], [0.61364, 1.37682, -0.74273], [1.30605, 3.11812, 0.48989], [-0.80116, -0.86654, 3.54246], [-6.15488, -4.05321, -0.34534], [-5.28398, -5.39893, 0.27163], [3.08091, -2.94203, -1.04592], [-1.08040, -0.23399, 0.95310], [2.89800, -3.64558, 1.75198], [-3.46007, -4.57086, 1.92857], [1.27771, -1.88752, 0.80579], [-0.88221, -3.38913, -3.49964], [-1.17355, 1.30151, 2.85048], [-0.76904, 2.75936, 2.11954], [-0.51676, -0.02491, -2.13382], [-0.20903, -1.45004, -0.03874], [-3.17184, -4.94000, 0.20978], [-2.27641, -2.38346, 1.56755], [-1.79056, -0.76013, -0.10730], [-0.77315, 5.18198, 1.52460], [-1.23528, -3.71876, 1.21514], [-1.89287, -2.14025, 3.05500], [-1.62992, -1.09241, -2.71791], [0.11025, 2.69710, 0.60800], [1.60434, -2.13376, -1.06798], [-2.95405, -0.13756, 0.29602], [3.41162, 1.06267, -1.75268], [1.26670, -1.87875, 2.50868], [-3.02191, 0.02634, 3.40034], [3.22179, 7.12979, -1.51460], [0.76131, 3.78401, 1.88530], [-2.92816, -2.43634, -0.84130], [1.37785, -3.45011, 1.05789], [0.53743, 2.21370, -0.65112], [1.99155, 5.15834, -4.04888], [4.83977, -2.57922, 1.11702], [-4.29988, 0.16589, 1.28419], [0.46573, -3.17702, 1.53696], [0.97926, -0.22754, 0.07046], [0.78737, -3.70642, -3.38645], [-6.23239, -4.30929, 1.43453]],
  "mulliken_charge": [-0.40, -0.56, -0.27, -0.95, 0.82, -0.26, -0.47, -0.22, -0.53, -0.69, -0.02, -1.33, 0.65, -1.63, -1.31, -0.42, -0.40, 1.39, -0.31, -1.46, -1.54, 0.02, -1.04, -1.93, -0.62, -0.82, 0.68, -0.77, -0.47, -1.30, 0.05, 0.27, 0.24, 0.35, 0.40, 0.19, 0.41, 0.53, 0.56, 0.30, 0.44, 0.45, 0.14, 1.34, 0.22, 0.79, 0.39, 0.00, 0.09, 0.53, 0.26, 0.34, 0.46, 0.03, 0.28, 0.38, -0.55, 0.39, 0.32, 0.34, -0.03, -0.39, 0.62, 0.10, -0.83, 0.33, 0.02, 0.33, 0.67, -0.93, 0.34, 0.85, 0.33, 1.02, 0.53, 0.25, 0.51, 0.48, 0.45, 0.89, 0.35, 0.38, 0.66, -0.73, -0.51, 0.29, 0.28]
}